A 2-piece molecular cluster, H3N3O2 overall in a non-equilibrium geometry, computed with ωB97M-V/def2-TZVPD.

orbital gap (alpha / beta): 9.43 / 9.46 eV
energy above the lowest of the compared OMol25 structures with the same formula, charge and spin: 65.6 kcal/mol
HOMO (alpha / beta): -0.390 / -0.391 hartree
LUMO level (alpha / beta): -1.2 / -1.2 eV

Geometry as XYZ:
```
8
Properties=species:S:1:pos:R:3:lowdin_charge:R:1
N 1.36223 0.11436 0.18007 0.21
N -0.75855 0.57485 0.56402 0.16
N 0.21578 -0.07420 -0.28103 -0.45
O -0.08795 -0.71874 -1.26003 0.02
O 2.52566 -1.00702 -0.87069 -0.04
H -0.43381 1.09212 1.34789 0.09
H -1.62425 0.16425 0.65457 0.07
H 1.93827 -0.99471 -1.56566 -0.06
```